No. 1
Computed, not measured: the molecule C5H6 at a distorted geometry, with the ωB97M-V functional and the def2-TZVPD basis.

```
11
Properties=species:S:1:pos:R:3:forces:R:3
C -0.7253 -0.3926 -0.6884 -1.2 -0.3 0.3
C 0.6583 -0.6180 -1.1024 1.2 -1.5 -0.6
C -0.9365 -0.0053 0.5478 -0.3 -1.5 -2.4
C -1.2479 0.4359 1.6905 -0.2 2.2 2.3
C 1.6600 0.1768 -0.6965 -4.4 0.5 0.7
H -1.6561 -0.6118 -1.3016 1.5 0.5 0.4
H 0.8984 -1.5824 -1.6654 -0.4 1.6 0.5
H -1.6888 -0.0576 2.5674 0.6 0.0 -0.6
H -1.0044 1.5198 1.7456 -0.7 -0.5 0.5
H 1.4401 1.0635 -0.1081 -0.1 -0.1 -0.1
H 2.6021 0.0717 -0.9890 3.9 -0.8 -1.1
```
Positions in Å, forces in eV/Å.

Kohn-Sham gap: 9.928 eV
charge: 0
electronic energy: -5279.13614 eV
ΔE to the lowest compared entry with this formula, charge and spin: 199.0 kJ/mol
HOMO level: -8.82 eV

---

No. 2
Computed, not measured: the molecule C27H35N3O3, with the ωB97M-V functional and the def2-TZVPD basis.

```
68
Properties=species:S:1:pos:R:3:forces:R:3
C -9.2498 -2.1645 -0.9921 0.1 0.0 0.2
H -9.6611 -1.2733 -1.4593 -0.1 0.1 -0.1
H -10.0610 -2.8607 -0.7988 -0.1 -0.1 0.0
H -8.5502 -2.6309 -1.6826 0.0 -0.1 -0.1
C -8.5622 -1.7962 0.3185 -0.4 0.0 0.0
N -7.5020 -0.8321 0.1153 0.0 -0.3 0.1
C -7.6368 0.4372 0.5611 0.2 0.0 0.1
O -8.6085 0.8214 1.1802 -0.2 0.3 0.1
C -6.5279 1.3994 0.1566 -0.2 0.6 0.0
N -5.1968 0.8062 0.1434 -0.1 0.0 0.0
C -4.1290 1.6445 0.0937 0.1 -0.2 0.0
O -4.2589 2.8494 -0.0134 0.0 0.3 0.0
C -2.7788 1.0075 0.1707 0.3 0.2 0.0
C -2.3543 0.3288 1.3103 0.0 0.1 -0.2
C -1.0767 -0.1795 1.3824 0.2 0.0 -0.1
C -0.1845 -0.0288 0.3161 -0.3 0.1 0.1
C -0.6037 0.6629 -0.8170 0.4 -0.1 -0.1
C -1.8850 1.1817 -0.8759 -0.3 0.0 0.2
H -2.1985 1.7312 -1.7511 0.0 0.1 -0.1
H 0.0550 0.8117 -1.6580 0.1 0.0 0.0
O 1.0293 -0.6028 0.4957 -0.1 -0.1 0.2
C 2.0519 -0.4481 -0.4777 0.4 0.0 -0.7
C 2.6926 0.9436 -0.4027 -0.2 -0.2 0.4
C 3.4137 1.1087 0.9423 -0.1 0.2 -0.2
N 4.4228 0.1008 1.1866 0.1 0.1 0.1
C 5.6415 0.2471 0.4132 0.1 -0.1 0.3
H 5.6064 -0.2711 -0.5577 0.0 0.1 0.0
C 6.8530 -0.2706 1.2068 -0.1 0.2 -0.3
C 8.1157 -0.0273 0.4344 0.0 -0.1 0.1
C 8.5735 -0.9640 -0.4839 0.0 0.0 0.0
C 9.7143 -0.7250 -1.2293 0.0 -0.1 -0.1
C 10.4134 0.4588 -1.0676 0.1 0.0 -0.1
C 9.9646 1.4004 -0.1573 0.1 0.1 0.0
C 8.8229 1.1588 0.5857 0.0 0.0 0.0
H 8.4767 1.8957 1.2966 0.0 0.1 0.1
H 10.5067 2.3257 -0.0255 0.0 0.1 0.0
H 11.3053 0.6458 -1.6473 0.1 0.0 0.0
H 10.0598 -1.4648 -1.9370 0.0 -0.1 0.0
H 8.0333 -1.8920 -0.6114 -0.1 -0.1 0.0
H 6.8808 0.2486 2.1652 0.0 0.0 0.0
H 6.7341 -1.3376 1.3990 0.0 0.0 0.1
H 5.7960 1.3100 0.2121 0.0 0.0 -0.1
C 3.8286 -1.2196 1.1358 -0.1 -0.2 -0.1
C 3.1041 -1.5208 -0.1845 -0.2 0.2 0.3
H 3.8150 -1.5462 -1.0120 0.0 0.0 -0.1
H 2.6179 -2.4946 -0.1186 0.0 0.0 -0.1
H 4.6050 -1.9664 1.3087 -0.1 0.0 0.1
H 3.1040 -1.2833 1.9520 0.1 -0.1 0.0
H 3.8776 2.0958 0.9992 -0.1 0.0 0.1
H 2.6753 1.0317 1.7465 0.0 0.1 0.0
H 3.4020 1.0498 -1.2257 0.0 0.0 -0.1
H 1.9294 1.7169 -0.5009 0.0 0.0 -0.1
H 1.6330 -0.6224 -1.4812 0.0 0.0 0.2
H -0.7351 -0.7025 2.2618 0.0 -0.1 0.1
H -3.0223 0.2176 2.1515 -0.1 -0.1 0.1
C -5.0994 -0.6299 0.2190 0.0 -0.5 -0.1
C -6.2789 -1.2522 -0.5233 0.4 0.2 0.0
H -6.2539 -0.9527 -1.5783 0.1 -0.1 0.0
H -6.2140 -2.3416 -0.4732 0.0 0.1 0.0
H -5.1331 -0.9644 1.2660 0.0 -0.1 -0.1
H -4.1546 -0.9558 -0.2212 -0.2 0.0 0.1
C -6.9038 1.9831 -1.2140 0.1 0.1 0.1
H -6.1764 2.7422 -1.4874 0.0 0.0 0.0
H -6.9227 1.2120 -1.9810 0.0 -0.1 -0.1
H -7.8869 2.4418 -1.1496 -0.1 0.0 0.0
H -6.5222 2.2264 0.8771 -0.1 -0.3 -0.1
H -8.1475 -2.6915 0.7948 0.0 0.1 0.0
H -9.2784 -1.3301 0.9983 0.1 -0.1 0.0
```
Positions in Å, forces in eV/Å.

Kohn-Sham gap: 8.908 eV
charge: 0
electronic energy: -39180.88637 eV
ΔE to the lowest compared entry with this formula, charge and spin: 172.5 kJ/mol
HOMO level: -8.34 eV

---

No. 3
Computed, not measured: a structure of composition C40H26F9MoN3O2PS, with the ωB97M-V functional and the def2-TZVPD basis.

```
83
Properties=species:S:1:pos:R:3:forces:R:3
Mo -0.0719 -1.3838 0.4607 -0.2 -0.4 -0.1
O 1.6384 -1.9390 0.2172 -0.5 0.4 0.2
C 2.4152 -2.8307 -0.4401 0.3 -0.4 -0.3
C 3.7577 -2.9217 -0.1318 -0.1 0.1 0.0
C 4.5253 -3.8673 -0.8021 0.0 0.0 0.0
C 3.9593 -4.7072 -1.7566 0.1 0.0 0.0
C 2.6144 -4.6112 -2.0542 -0.1 0.0 0.0
C 1.8092 -3.6666 -1.4003 0.1 0.1 0.1
C 0.4236 -3.5671 -1.7209 0.0 0.1 0.0
N -0.4077 -2.7303 -1.1637 0.2 0.3 0.1
N -1.6798 -2.7195 -1.6818 -0.3 0.0 -0.1
C -2.3878 -1.7802 -1.1657 0.0 -0.2 -0.1
O -1.7581 -1.0074 -0.2179 0.4 0.2 0.1
C -3.7664 -1.4846 -1.4727 -0.1 0.0 -0.2
C -4.4918 -2.3895 -2.2590 0.0 0.0 0.0
C -5.8006 -2.1038 -2.5942 0.0 0.0 0.0
C -6.3885 -0.9216 -2.1571 0.0 0.0 0.0
C -5.6697 -0.0190 -1.3786 -0.1 0.0 0.0
C -4.3622 -0.2962 -1.0341 0.1 -0.1 0.0
H 4.1938 -2.2711 0.6142 0.0 0.0 0.0
H 5.5799 -3.9495 -0.5745 0.0 0.0 0.0
H 4.5738 -5.4384 -2.2631 0.0 0.0 0.0
H 2.1694 -5.2682 -2.7913 0.0 0.0 0.0
H 0.0184 -4.1996 -2.5063 0.0 0.0 0.0
H -4.0276 -3.3074 -2.5924 0.0 0.0 0.0
H -6.3672 -2.8002 -3.1963 0.0 0.0 0.0
H -7.4137 -0.7016 -2.4234 0.0 0.0 0.0
H -6.1380 0.8957 -1.0421 0.0 0.0 0.0
H -3.8021 0.4080 -0.4332 0.0 0.0 0.0
S -0.8465 -3.1907 1.6734 0.1 -0.1 0.1
C -0.7925 -2.0794 3.0284 0.1 0.1 0.0
C -1.1926 -2.2778 4.3288 0.0 0.0 0.0
C -0.9737 -1.2359 5.2214 0.0 0.0 0.0
C -0.3705 -0.0591 4.7822 0.0 0.0 0.0
C -0.0241 0.0711 3.4571 -0.1 0.1 0.0
N -0.2398 -0.9273 2.5737 -0.1 0.0 0.2
H -1.6425 -3.2124 4.6341 0.0 0.0 0.0
H -1.2628 -1.3431 6.2592 0.0 0.0 0.0
H -0.1754 0.7532 5.4679 0.0 0.0 0.0
H 0.4304 0.9773 3.0904 0.0 0.1 0.0
F 6.5014 3.5290 1.8002 0.0 0.1 0.0
C 6.3830 2.2674 1.3891 0.0 0.0 0.0
F 6.9070 1.4656 2.3153 0.0 0.0 0.1
F 7.0853 2.1270 0.2651 0.0 0.0 -0.1
C 4.9214 1.9390 1.1359 0.0 0.0 0.0
C 4.2964 2.5188 0.0396 0.0 0.0 0.0
C 2.9654 2.2405 -0.2158 -0.1 0.0 0.0
C 2.2629 1.3812 0.6371 0.0 0.0 0.0
C 2.8987 0.8024 1.7381 -0.1 0.0 -0.1
C 4.2301 1.0869 1.9877 0.1 0.0 0.0
P 0.5260 1.1215 0.3118 0.1 -0.2 0.0
C -0.5261 2.3140 1.1095 0.0 -0.1 -0.1
C 0.0480 3.4856 1.6067 0.1 0.0 0.0
C -0.7538 4.4199 2.2433 -0.1 0.0 0.0
C -2.1111 4.1748 2.3857 0.0 0.0 0.0
C -2.6880 3.0070 1.8913 0.0 0.0 0.0
C -1.8971 2.0707 1.2558 0.0 0.0 0.0
C -2.9930 5.1597 3.1339 0.0 0.0 0.0
F -3.2661 4.6688 4.3476 0.0 -0.1 0.1
F -2.3999 6.3356 3.2829 0.1 0.1 0.0
F -4.1454 5.3377 2.4937 -0.1 0.0 -0.1
C 0.2415 0.8818 -1.4292 0.2 -0.1 0.0
C -0.9183 1.3507 -2.0651 -0.1 0.0 0.0
C -1.1882 0.9536 -3.3542 0.0 0.0 0.0
C -0.3143 0.0821 -4.0141 0.0 0.0 0.0
C 0.8580 -0.3470 -3.4185 0.0 0.0 0.0
C 1.1401 0.0436 -2.1160 0.0 0.1 -0.1
C -0.7034 -0.3994 -5.4001 0.0 0.0 0.0
F -0.9015 0.6236 -6.2198 0.0 0.1 0.0
F -1.8454 -1.0936 -5.3084 -0.1 -0.1 0.0
F 0.2248 -1.1981 -5.9189 0.1 -0.1 0.0
H 4.8504 3.1799 -0.6143 0.0 0.0 0.0
H 2.4787 2.6912 -1.0726 0.0 0.0 0.0
H 2.3750 0.1177 2.3938 0.0 0.0 0.0
H 4.7362 0.6467 2.8361 0.0 0.0 0.0
H 1.1093 3.6739 1.5009 0.0 0.0 0.0
H -0.3245 5.3361 2.6249 0.0 0.0 0.0
H -3.7495 2.8371 2.0158 0.0 0.0 0.0
H -2.3358 1.1502 0.8911 0.0 0.0 0.0
H -1.5890 2.0291 -1.5523 0.0 0.0 0.0
H -2.0720 1.3145 -3.8655 0.0 0.0 0.0
H 1.5491 -0.9746 -3.9645 0.0 0.0 0.0
H 2.0782 -0.2488 -1.6593 0.0 0.0 0.0
```
Positions in Å, forces in eV/Å.

Kohn-Sham gap: 5.085 eV
charge: +3
electronic energy: -96880.76284 eV
ΔE to the lowest compared entry with this formula, charge and spin: 0.0 kJ/mol
HOMO level: -16.42 eV

---

No. 4
Computed, not measured: a structure of composition C27H23F3GaO17, with the ωB97M-V functional and the def2-TZVPD basis.

```
71
Properties=species:S:1:pos:R:3:forces:R:3
C -2.6728 2.3336 1.4061 0.0 0.1 0.3
O -2.2624 1.1544 2.0306 0.0 -0.4 0.0
C -2.1086 1.2680 3.4594 0.5 0.2 0.0
Ga -0.3860 2.2238 4.0067 -0.3 0.3 -0.1
C 1.2495 0.9523 3.8940 0.4 -0.1 -0.1
F 2.4564 1.6300 3.9534 -0.3 -0.2 0.0
F 1.3423 0.2241 2.7266 -0.1 0.1 0.1
F 1.3803 -0.0279 4.8691 -0.1 0.2 0.0
H -1.9633 2.6189 0.6347 0.1 0.0 -0.3
H -3.6654 2.2059 0.9857 -0.2 -0.1 -0.3
H -2.7254 3.1701 2.0994 0.1 0.2 0.2
H -2.9569 1.8226 3.8660 -0.3 0.1 0.1
H -2.1969 0.2587 3.8487 0.1 -0.3 0.1
H -0.4996 2.8541 5.4795 0.1 -0.2 0.0
H -0.1001 3.3855 2.9285 0.1 -0.1 0.0
C 0.7551 -5.9761 4.6651 -0.2 0.0 0.0
C 2.0558 -5.6618 4.6140 -0.2 -0.1 0.0
C 2.5384 -4.2318 4.6376 -0.3 0.3 0.0
O 3.7479 -4.0714 4.5870 0.2 -0.1 0.0
C 1.5654 -3.1687 4.7015 0.3 0.1 0.0
C 0.2591 -3.4811 4.7516 0.2 0.0 0.0
C -0.2260 -4.9106 4.7474 0.2 -0.3 0.0
O -1.4267 -5.0990 4.8110 -0.1 0.1 0.0
O -0.7018 -2.5843 4.8072 -0.1 0.1 0.0
O 3.0245 -6.5548 4.5284 0.0 -0.3 0.1
H 0.3994 -6.9964 4.6471 0.0 0.0 0.0
H 1.9143 -2.1442 4.6955 -0.1 0.0 0.0
H -1.5434 -3.0738 4.8258 -0.1 -0.1 0.0
H 3.8570 -6.0455 4.5041 0.1 0.1 -0.1
C 5.0891 -3.8637 1.5496 0.0 0.2 0.1
C 4.8798 -5.1060 1.0961 0.0 0.1 0.1
C 5.2811 -5.5385 -0.2898 0.1 0.2 -0.3
O 5.0651 -6.6984 -0.5947 -0.1 -0.1 0.1
C 5.8949 -4.5667 -1.1718 0.0 -0.2 -0.1
C 6.1027 -3.3209 -0.7246 0.0 -0.1 -0.1
C 5.7248 -2.8945 0.6729 -0.2 -0.3 0.3
O 5.9924 -1.7528 0.9845 0.1 0.2 -0.1
O 6.6564 -2.3626 -1.4444 0.1 0.1 -0.1
O 4.3151 -6.0730 1.8097 0.0 0.0 0.1
H 4.8145 -3.5468 2.5471 0.0 0.0 0.0
H 6.1671 -4.8833 -2.1685 0.0 0.0 0.0
H 6.6752 -1.5740 -0.8672 0.0 0.1 0.1
H 4.3187 -6.8609 1.2344 0.0 -0.1 -0.1
C -4.7873 2.1041 -4.4808 0.0 -0.1 -0.2
C -4.9217 2.5433 -3.2254 0.1 0.0 -0.2
C -5.0198 1.6138 -2.0460 0.1 -0.4 0.0
O -5.1345 2.1281 -0.9531 -0.2 0.2 0.1
C -4.9666 0.1831 -2.2861 0.0 0.1 0.1
C -4.8322 -0.2622 -3.5417 0.0 0.0 0.2
C -4.7301 0.6717 -4.7196 0.0 0.4 0.0
O -4.6035 0.1695 -5.8204 0.0 -0.2 -0.1
O -4.7742 -1.5449 -3.8658 0.0 -0.1 0.0
O -4.9672 3.8318 -2.8998 0.1 0.2 0.2
H -4.7113 2.7717 -5.3279 0.0 0.0 0.0
H -5.0296 -0.4769 -1.4327 0.0 0.0 0.0
H -4.6603 -1.5732 -4.8333 0.0 0.0 -0.1
H -5.0591 3.8577 -1.9245 -0.1 -0.1 0.1
C -0.1061 5.5132 -3.5001 0.2 0.1 0.0
C -1.3866 5.1651 -3.7105 0.2 0.1 0.0
C -2.0651 5.4008 -5.0411 0.2 0.1 -0.3
O -3.2098 5.0197 -5.1762 -0.2 -0.1 0.1
C -1.3079 6.0538 -6.0973 -0.1 0.0 0.0
C -0.0369 6.4071 -5.8748 -0.1 0.0 -0.1
C 0.6479 6.1470 -4.5588 -0.1 -0.2 0.3
O 1.8113 6.4961 -4.4704 0.1 0.1 -0.1
O 0.7340 7.0008 -6.7721 0.0 0.1 -0.2
O -2.1154 4.5847 -2.7794 -0.2 -0.1 0.2
H 0.3908 5.3409 -2.5558 0.0 0.0 0.0
H -1.8045 6.2276 -7.0412 0.0 0.0 0.0
H 1.5982 7.1239 -6.3342 0.1 0.0 0.1
H -3.0395 4.4692 -3.0761 0.0 0.0 -0.3
```
Positions in Å, forces in eV/Å.

Kohn-Sham gap: 4.474 eV
charge: -1
electronic energy: -123706.30125 eV
HOMO level: -4.48 eV

---

No. 5
Computed, not measured: the molecule C4H4ClN3O2 at a distorted geometry, with the ωB97M-V functional and the def2-TZVPD basis.

```
14
Properties=species:S:1:pos:R:3:forces:R:3
C -0.0464 0.8143 1.9083 1.2 -0.9 -0.8
C -0.9508 0.8836 -0.0289 0.0 0.3 1.5
C 0.1287 -0.1441 -0.1481 1.3 1.3 2.5
C 1.1347 0.0225 -1.3357 -2.5 2.5 1.9
N 0.7794 0.0099 1.4121 -0.3 -1.5 -4.1
N -1.0114 1.3895 1.1453 -2.1 1.3 -1.4
N -0.5065 -1.5024 -0.0019 0.1 -0.8 -0.7
O -0.0424 -2.3214 -0.7601 0.0 -0.6 -0.1
O -1.3870 -1.7167 0.8029 0.4 0.7 -0.2
Cl -2.0065 1.3482 -1.2802 0.2 -0.2 0.0
H 0.1173 0.9626 2.9110 -0.4 1.1 2.4
H 2.0453 -0.2935 -0.8914 1.1 -0.1 -0.5
H 1.0515 1.1453 -1.6686 0.6 -2.2 0.7
H 0.6940 -0.5976 -2.0646 0.3 -0.7 -1.3
```
Positions in Å, forces in eV/Å.

Kohn-Sham gap: 10.185 eV
charge: 0
electronic energy: -25295.81848 eV
ΔE to the lowest compared entry with this formula, charge and spin: 410.0 kJ/mol
HOMO level: -10.82 eV

---

No. 6
Computed, not measured: a structure of composition C5H9NO at a distorted geometry, with the ωB97M-V functional and the def2-TZVPD basis.

```
16
Properties=species:S:1:pos:R:3:forces:R:3
C 1.6738 0.1109 -0.0332 -1.9 -1.8 -0.7
C 0.4519 0.6771 -0.8173 -1.6 -3.8 3.4
C 1.0851 -0.6296 1.2835 2.3 0.4 -0.8
C -0.7689 -0.6783 -0.2396 3.1 3.8 -0.5
C -2.2183 -0.3500 -0.3058 0.2 -0.3 -0.9
N -0.2719 -1.0679 1.0782 -0.6 0.3 -0.8
O -0.2606 -1.9390 -0.1165 -0.2 -0.5 -0.7
H 2.0966 -0.7355 -0.6886 -0.2 1.6 1.0
H 2.3653 0.9079 0.1684 0.7 0.0 0.3
H -0.0657 1.5020 -0.3518 0.2 0.5 0.1
H 0.6539 0.8517 -1.8344 -0.2 -0.2 -1.4
H 1.7346 -1.5922 1.4131 -1.1 2.0 0.5
H 1.0630 0.1073 2.1432 0.2 -1.2 -0.7
H -2.3808 0.5217 0.2871 0.1 0.9 0.4
H -2.5746 -1.1508 0.3172 -1.4 -0.6 -0.4
H -2.6588 -0.1368 -1.3239 0.5 -0.9 1.2
```
Positions in Å, forces in eV/Å.

Kohn-Sham gap: 10.460 eV
charge: 0
electronic energy: -8864.50919 eV
ΔE to the lowest compared entry with this formula, charge and spin: 453.8 kJ/mol
HOMO level: -9.44 eV